Below is the molecule C3H5N3O in a non-equilibrium geometry, with properties calculated with the ωB97M-V functional and the def2-TZVPD basis.

Computed properties:
E_tot ... -356.70496 hartree
HOMO level ... -9.79 eV
Gap between HOMO and LUMO ... 10.0 eV
SMILES string ... CC(=O)NNC#N

Each atom is followed by the atoms it is bonded to, with distances in Å.
Element x y z (Å)
1 C 0.77 1.30 0.24  C4 1.495, H10 1.091, H11 1.088, H12 1.085
2 N 0.25 -1.31 0.32  N3 1.455, C4 1.818, H8 1.020
3 N -1.18 -1.30 0.58  N2 1.455, C5 1.313, H9 1.014
4 C 0.69 0.13 -0.69  C1 1.495, N2 1.818, O6 1.184
5 C -1.68 -0.48 -0.32  N3 1.313, N7 1.174
6 O 1.38 -0.12 -1.62  C4 1.184
7 N -1.62 0.29 -1.20  C5 1.174
8 H 0.46 -2.17 -0.20  N2 1.020
9 H -1.46 -1.16 1.55  N3 1.014
10 H 0.19 2.12 -0.19  C1 1.091
11 H 1.82 1.59 0.33  C1 1.088
12 H 0.37 1.11 1.22  C1 1.085